No. 1
DFT (ωB97M-V/def2-TZVPD) results for C3H2N4O in the gas phase at a distorted geometry.

XYZ file:
```
10
Properties=species:S:1:pos:R:3:forces:R:3:lowdin_charge:R:1
O -2.174 -0.151 1.022 3.75 -1.53 -4.81 0.091
C -1.364 -0.307 0.075 0.03 1.35 1.15 -0.350
N -0.921 0.850 -0.839 -0.03 -0.20 3.37 0.178
C 0.121 1.372 -0.233 -2.04 0.71 -1.34 -0.214
N 1.015 0.874 0.677 1.12 -2.12 1.34 0.041
N 1.372 -0.353 0.712 -0.51 1.00 0.21 0.085
C 0.710 -1.302 -0.094 3.98 -0.02 -0.33 -0.250
N -0.452 -1.395 -0.448 -6.81 1.33 0.95 0.173
H 0.357 2.454 -0.279 -0.18 -0.61 -1.20 0.125
H 1.336 -2.041 -0.592 0.69 0.09 0.65 0.121
```
Forces are in eV/Å.

The relative energy (zero: lowest compared OMol25 entry of this formula, charge and spin) is 2.501 eV. The calculation puts the HOMO-LUMO gap at 0.290 hartree. The HOMO energy is -9.9 eV. The calculation puts the total energy at -11146.771 eV. The value obtained for the LUMO energy is -2.0 eV. Its SMILES is O=c1ncnncn1.

No. 2
DFT (ωB97M-V/def2-TZVPD) results for C3H2N4O in the gas phase at a distorted geometry.

XYZ file:
```
10
Properties=species:S:1:pos:R:3:forces:R:3:lowdin_charge:R:1
C 0.284 -1.102 0.100 2.49 -1.31 0.71 -0.232
C -1.232 -0.222 -1.100 1.59 1.89 0.87 -0.333
C -1.818 -0.558 0.581 2.09 -0.19 -1.51 -0.293
N 0.151 -0.614 -1.085 -0.31 0.13 -1.53 0.114
N -0.723 -1.122 1.044 -1.57 1.15 1.39 0.130
N -2.135 -1.027 -0.745 -1.37 -1.77 0.23 0.211
N -1.385 1.142 -0.508 -0.57 -0.50 0.00 0.122
O -2.145 0.823 0.698 0.02 -0.01 0.22 -0.013
H 1.361 -1.464 0.440 -2.57 0.81 -0.70 0.167
H -0.496 1.536 -0.223 0.20 -0.20 0.32 0.127
```
Forces are in eV/Å.

The relative energy (zero: lowest compared OMol25 entry of this formula, charge and spin) is 6.166 eV. The calculation puts the HOMO-LUMO gap (spin up / spin down) at 0.300 / 0.300 hartree. The HOMO energy (spin up / spin down) is -10.0 / -10.0 eV. The calculation puts the total energy at -11143.106 eV. The value obtained for the LUMO energy (spin up / spin down) is -1.8 / -1.8 eV.

No. 3
DFT (ωB97M-V/def2-TZVPD) results for 2 unconnected molecules or ions with the total composition C3H2NO2P at a distorted geometry.

XYZ file:
```
9
Properties=species:S:1:pos:R:3:forces:R:3:lowdin_charge:R:1
O -1.372 1.032 -1.964 -0.39 0.37 0.94 0.225
C -0.785 0.258 -1.342 -2.63 3.62 -3.41 -0.217
C -0.040 -0.679 -0.994 4.35 -4.88 3.71 -0.048
C 1.048 -0.581 0.055 -0.92 0.00 -0.34 -0.286
O 1.491 0.415 0.555 0.11 0.94 -0.20 -0.072
H -0.277 -1.723 -1.219 -0.28 0.59 -0.26 0.131
H 1.433 -1.521 0.453 -0.12 -0.66 -0.43 0.115
N -1.275 0.929 2.032 -0.60 -0.39 -0.16 -0.519
P -0.225 1.871 2.425 0.48 0.39 0.15 0.672
```
Forces are in eV/Å.

The relative energy (zero: lowest compared OMol25 entry of this formula, charge and spin) is 1.943 eV. The calculation puts the HOMO-LUMO gap at 0.373 hartree. The HOMO energy is -10.0 eV. The calculation puts the total energy at -18014.369 eV. The value obtained for the LUMO energy is 0.1 eV. Its SMILES is O=C=CC=O.N#P.

No. 4
DFT (ωB97M-V/def2-TZVPD) results for a gas-phase ion, C3H2NO2S (charge -1) at a distorted geometry.

XYZ file:
```
9
Properties=species:S:1:pos:R:3:forces:R:3:lowdin_charge:R:1
O 1.464 -1.907 -0.667 -1.55 0.88 0.63 -0.008
C 0.573 -1.104 -0.317 2.72 -1.09 -1.81 -0.617
N 0.808 0.251 -0.263 0.94 1.26 -0.24 0.066
C -0.205 1.036 0.152 -4.79 -5.27 0.24 -0.911
S -0.318 2.594 0.610 0.41 1.17 -0.07 0.434
C -1.397 -0.117 0.164 2.62 3.92 0.02 -0.113
O -0.666 -1.351 -0.083 -0.92 -0.09 1.06 -0.013
H 1.575 0.658 -0.756 0.80 -0.19 0.14 0.137
H -1.834 -0.061 1.159 -0.22 -0.60 0.03 0.025
```
Forces are in eV/Å.

The relative energy (zero: lowest compared OMol25 entry of this formula, charge and spin) is 1.238 eV. The total charge is -1. The calculation puts the HOMO-LUMO gap at 0.246 hartree. The HOMO energy is -3.0 eV. The calculation puts the total energy at -19563.968 eV. The value obtained for the LUMO energy is 3.7 eV. Its SMILES is O=c1[nH]c([S-])co1.